Density functional theory data (ωB97M-V/def2-TZVPD) for a 5-piece molecular cluster, C32H31N2 overall.

DFT total energy in a.u.: -1346.83916
HOMO energy in Eh: -0.4048
Energy relative to the best compared isomer or geometry (same formula, charge and spin) in kcal per mole: 274.8

ORCA input file:
```
! RIJCOSX wB97M-V def2-TZVPD def2/J DEFGRID3
* xyz 1 1
C 2.9010 -2.1489 -2.4094
C 1.5772 -2.1250 -2.3066
N 0.0990 -2.1447 -2.0085
C -0.4165 -0.8423 -1.6316
C -1.9778 -0.7922 -1.2484
C -2.6498 -2.2199 -1.3604
C -4.2201 -2.4146 -1.0171
C -5.2885 -1.6092 -1.5668
C -1.8417 -3.4850 -1.8437
N -0.4527 -3.3473 -2.1469
H 4.0130 -2.3254 -2.1917
H 0.2536 0.1116 -1.6051
H -2.4887 0.1841 -0.9025
H -4.4914 -3.2888 -0.3192
H -6.1485 -2.1874 -2.1058
H -5.3511 -0.4516 -1.4769
H -2.3813 -4.4988 -1.9098
C -3.1029 4.0555 2.5133
C -2.9472 4.6652 1.2711
C -3.3074 3.9854 0.1110
C -3.8330 2.6982 0.1937
C -3.9922 2.0897 1.4363
C -3.6233 2.7663 2.5958
H -2.8187 4.5847 3.4173
H -2.5438 5.6711 1.2073
H -3.1797 4.4585 -0.8576
H -4.1188 2.1695 -0.7112
H -4.4036 1.0865 1.5009
H -3.7423 2.2900 3.5636
C 0.5080 5.5454 0.7073
C 0.0884 5.8566 -0.5838
C 0.6055 6.9737 -1.2343
C 1.5500 7.7747 -0.5973
C 1.9722 7.4614 0.6919
C 1.4485 6.3496 1.3462
H 0.1021 4.6762 1.2158
H -0.6431 5.2281 -1.0830
H 0.2734 7.2199 -2.2379
H 1.9568 8.6429 -1.1062
H 2.7099 8.0852 1.1877
H 1.7738 6.1089 2.3532
C 7.7982 -0.0905 0.0531
C 7.9460 0.5202 -1.1897
C 7.5815 -0.1600 -2.3484
C 7.0596 -1.4485 -2.2638
C 6.9084 -2.0579 -1.0202
C 7.2816 -1.3808 0.1378
H 8.0858 0.4391 0.9558
H 8.3464 1.5271 -1.2551
H 7.7031 0.3137 -3.3173
H 6.7709 -1.9775 -3.1671
H 6.4999 -3.0623 -0.9540
H 7.1689 -1.8578 1.1060
C -2.7617 -7.6579 2.7363
C -1.8120 -6.7326 3.1615
C -1.6315 -5.5455 2.4575
C -2.4083 -5.2791 1.3327
C -3.3607 -6.2027 0.9096
C -3.5347 -7.3940 1.6085
H -2.8997 -8.5849 3.2837
H -1.2114 -6.9376 4.0423
H -0.8866 -4.8275 2.7853
H -2.2711 -4.3507 0.7861
H -3.9678 -5.9940 0.0332
H -4.2730 -8.1161 1.2755
*
```

---

Density functional theory data (ωB97M-V/def2-TZVPD) for C32H32I3N5O10P2S3W as an isolated structure.

DFT total energy in a.u.: -5102.48734
HOMO energy (spin up / spin down) in Eh: -0.2574 / -0.2594
⟨S²⟩: 2.02
Energy relative to the best compared isomer or geometry (same formula, charge and spin) in kcal per mole: 51.1

ORCA input file:
```
! RIJCOSX wB97M-V def2-TZVPD def2/J DEFGRID3
* xyz 0 3
W 0.4945 -0.5852 -0.4799
C 2.5820 -2.7465 4.0727
C 1.9786 -2.4071 2.7303
O 1.0875 -3.4096 2.2625
P 3.1878 -2.1869 1.3670
O 3.2979 -3.5293 0.5599
O 4.5884 -2.0303 2.0649
O 2.8836 -0.9969 0.5150
P 0.9209 -0.8916 2.8918
O 1.8995 0.3233 3.1648
O -0.1356 -1.1154 3.8744
O 0.3756 -0.6831 1.4019
H 3.0998 -3.7024 4.0415
H 1.7813 -2.7777 4.8123
H 3.2815 -1.9685 4.3639
H 0.5159 -3.6404 3.0112
H 2.5426 -3.6014 -0.0496
H 5.1641 -1.4113 1.6096
H 2.2280 0.8231 2.3787
I 3.4229 -0.6096 -4.4435
C 1.7659 0.6440 -4.2148
C 1.1873 1.3955 -5.2242
C 0.0192 2.0929 -4.9738
I -0.8168 3.2067 -6.5635
C -0.6542 2.0446 -3.7323
C -1.8848 2.6500 -3.4224
C -2.4099 2.4722 -2.1410
C -1.7674 1.7165 -1.1982
N -0.5689 1.0559 -1.4282
C -0.0356 1.2702 -2.7208
C 1.1800 0.6058 -2.9583
O 1.6742 -0.1203 -1.9149
H 1.6437 1.4279 -6.2010
H -2.4159 3.2366 -4.1520
H -3.3435 2.9455 -1.8836
H -2.1667 1.6145 -0.1970
S -2.3258 4.0330 3.5299
C -0.9422 3.6799 2.7465
S -0.6127 2.1044 1.9347
C 0.9538 2.7821 1.4046
N 1.1441 3.9775 1.8052
N 0.1368 4.4743 2.5435
C 0.3234 5.7941 3.0136
C -0.1081 6.1967 4.2699
C 0.1597 7.4852 4.6973
C 0.8646 8.3637 3.8930
C 1.3002 7.9546 2.6439
C 1.0305 6.6747 2.2007
S 2.0723 1.8408 0.5151
H -0.6444 5.5132 4.9065
H -0.1814 7.8011 5.6712
H 1.0668 9.3677 4.2322
H 1.8462 8.6363 2.0104
H 1.3699 6.3437 1.2334
I 2.6639 -5.4966 -7.0241
C 1.9031 -4.5762 -5.2889
C 0.8357 -3.6883 -5.3912
C 0.3767 -3.0548 -4.2677
C 0.9835 -3.2805 -2.9997
C 2.0528 -4.2131 -2.9256
C 2.5003 -4.8401 -4.0591
C 0.5357 -2.5573 -1.8957
O -0.4081 -1.5871 -1.9559
O 1.0924 -2.5323 -0.6548
H 0.3801 -3.4942 -6.3508
H -0.4357 -2.3453 -4.3216
H 2.5200 -4.4073 -1.9715
H 3.3255 -5.5340 -4.0004
C -3.1270 -1.4057 -0.7855
C -4.2758 -2.3667 -0.3977
N -4.1047 -2.8239 0.9706
C -3.9861 -1.6800 1.8580
C -2.7169 -0.8642 1.5165
N -2.0973 -1.4035 0.2826
C -1.6921 -2.8107 0.5424
C -2.9002 -3.6268 1.0565
H -3.4943 -0.3837 -0.9035
H -2.6510 -1.7083 -1.7222
H -4.2920 -3.2470 -1.0432
H -5.2455 -1.8717 -0.4802
H -3.9534 -2.0442 2.8858
H -4.8824 -1.0692 1.7425
H -1.9863 -0.9083 2.3279
H -2.9667 0.1854 1.3472
H -0.8801 -2.7982 1.2774
H -1.3200 -3.2399 -0.3945
H -2.7667 -3.9313 2.0955
H -3.0485 -4.5274 0.4573
*
```

---

Density functional theory data (ωB97M-V/def2-TZVPD) for C32H32InN8OS2 as an isolated structure.

DFT total energy in a.u.: -2738.30936
HOMO energy in Eh: -0.3777

ORCA input file:
```
! RIJCOSX wB97M-V def2-TZVPD def2/J DEFGRID3
* xyz 1 1
In -0.1914 -0.2230 0.1135
O 0.3898 0.1158 2.8035
C 1.7136 0.0035 3.3858
C 2.5350 1.2664 3.2246
C 2.5083 1.7912 1.7852
C 3.0764 0.8184 0.7882
C 4.4539 0.6587 0.6723
C 4.9733 -0.2252 -0.2546
C 4.0997 -0.9279 -1.0728
C 2.7480 -0.7234 -0.9099
N 2.2325 0.1213 0.0062
H -0.1105 0.7706 3.2976
H 2.1863 -0.8196 2.8586
H 1.6398 -0.2763 4.4349
H 3.5575 1.0293 3.5281
H 2.1746 2.0560 3.8891
H 3.0757 2.7211 1.7398
H 1.4901 2.0130 1.4986
H 5.1052 1.2403 1.3138
H 6.0453 -0.3596 -0.3477
H 4.4589 -1.6208 -1.8239
H 2.0356 -1.2469 -1.5388
N 0.4804 6.7244 -7.6492
C 0.4020 5.9424 -6.8084
C 0.2883 4.9676 -5.7473
C 1.3746 4.1726 -5.3995
C 1.2536 3.2547 -4.3702
C 0.0599 3.1362 -3.6675
C -1.0297 3.9285 -4.0255
C -0.9207 4.8364 -5.0634
C -0.0633 2.1592 -2.5461
C -0.0628 0.8092 -2.9117
C -0.0989 0.3095 -4.2397
C -0.2398 -1.0611 -4.1627
C -0.2902 -1.3731 -2.7919
N -0.1792 -0.2719 -2.0421
C -0.2440 2.6832 -1.2549
C -0.3866 4.0534 -0.9110
C -0.7536 4.1100 0.4177
C -0.8073 2.7787 0.8640
N -0.4740 1.9217 -0.1065
H 2.3097 4.2752 -5.9344
H 2.0985 2.6315 -4.0970
H -1.9668 3.8224 -3.4920
H -1.7659 5.4497 -5.3493
H -0.0461 0.9078 -5.1378
H -0.3132 -1.7630 -4.9807
H -0.4033 -2.3446 -2.3265
H -0.2472 4.8870 -1.5820
H -0.9712 4.9888 1.0069
H -1.0945 2.4185 1.8392
S -2.7898 -0.1331 0.5133
C -3.0808 -1.7169 1.0974
N -3.4533 -2.7440 0.3520
C -3.6809 -3.9656 1.1294
C -3.2346 -3.5325 2.5423
N -3.0091 -2.0942 2.3646
H -3.5648 -2.6695 -0.6398
H -3.0852 -4.7873 0.7420
H -4.7296 -4.2497 1.1007
H -2.3156 -4.0273 2.8515
H -4.0034 -3.7153 3.2862
H -2.6065 -1.5064 3.0674
C 2.3861 -6.7175 0.0023
C 1.3598 -5.6804 -0.3516
C 0.5386 -5.8044 -1.4679
C -0.3159 -4.7618 -1.7341
N -0.4146 -3.6775 -0.9555
C 0.3762 -3.6587 0.1223
S 0.2453 -2.3384 1.3002
N 1.2767 -4.6004 0.4392
H 2.0285 -7.7269 -0.2121
H 2.6420 -6.6289 1.0564
H 3.2966 -6.5513 -0.5817
H 0.5823 -6.6787 -2.1060
H -0.9619 -4.7803 -2.6071
*
```